Record 1
{
  "formula": "C3H9N2O2",
  "method": "ωB97M-V/def2-TZVPD",
  "species": ["C", "C", "C", "N", "N", "O", "O", "H", "H", "H", "H", "H", "H", "H", "H", "H"],
  "coordinates": [[-3.97262, -0.16273, 0.25354], [0.44563, 0.23606, 1.39154], [1.29138, 0.73134, -0.79984], [-3.25540, -0.29837, -0.72759], [0.09297, 0.47046, 0.01273], [-4.66901, 0.02504, 1.08726], [-0.57202, -0.61200, -0.44602], [0.57733, -0.77215, 1.72678], [1.31331, 0.87176, 1.64126], [-0.32542, 0.54277, 2.11574], [2.00592, -0.17645, -0.79893], [0.99113, 0.97764, -1.77266], [1.74039, 1.58675, -0.35130], [-2.26032, -0.53780, -0.53199], [-3.23438, 0.31538, -1.50684], [0.14793, -1.25596, -0.62111]],
  "fmax_ha_per_bohr": 0.06942,
  "de_lowest_kj_mol": 466.89,
  "orbital_gap_ev": 8.33,
  "multiplicity": 1,
  "charge": 1,
  "e_homo_ev": -13.08,
  "total_energy_ev": -10322.01313
}



Record 2
{
  "formula": "C3H9N2O2",
  "method": "ωB97M-V/def2-TZVPD",
  "species": ["C", "C", "C", "N", "N", "O", "O", "H", "H", "H", "H", "H", "H", "H", "H", "H"],
  "coordinates": [[1.04909, 0.61878, 0.33109], [0.68486, -0.71851, 0.25213], [-0.04246, 1.63509, 0.33731], [-0.70758, -0.96646, -0.01674], [-1.28097, 1.42446, -0.52992], [1.09179, -2.82710, -0.22877], [1.65315, -1.71295, 0.37978], [2.00826, 0.84177, 0.61832], [0.28544, 2.63810, -0.01046], [-0.41962, 1.64574, 1.35249], [-1.25609, 0.16182, -0.46981], [-1.22856, -1.04901, 0.86258], [-0.65113, -1.80921, -0.64760], [1.75629, -3.47311, -0.42231], [-2.04994, 1.95406, -0.32488], [-0.89255, 1.63653, -1.48321]],
  "fmax_ha_per_bohr": 0.12514,
  "de_lowest_kj_mol": 544.08,
  "orbital_gap_ev": 10.02,
  "multiplicity": 1,
  "charge": 1,
  "e_homo_ev": -13.20,
  "total_energy_ev": -10321.21302
}



Record 3
{
  "formula": "C3H9N2O2S",
  "method": "ωB97M-V/def2-TZVPD",
  "species": ["C", "C", "S", "N", "C", "N", "O", "H", "H", "H", "H", "H", "H", "H", "H", "H", "O"],
  "coordinates": [[0.49916, -0.07965, 0.38185], [0.12584, -1.20328, 1.27925], [-0.99264, -0.52056, 2.61573], [1.18045, -0.52999, -0.89104], [1.38716, 0.33142, -1.94287], [2.06419, 1.46734, -1.58341], [1.04277, 0.11230, -3.09217], [-0.38112, 0.49352, 0.04100], [1.02715, 0.78909, 0.79369], [-0.35548, -1.96974, 0.69074], [0.92875, -1.56654, 1.92020], [0.92994, -1.44944, -1.22977], [2.44118, 1.51196, -0.65655], [2.15327, 2.27845, -2.16704], [-2.93995, 0.87724, 0.99230], [-2.87123, 0.58850, -0.50382], [-3.46455, 0.53920, 0.25011]],
  "fmax_ha_per_bohr": 0.04718,
  "de_lowest_kj_mol": 111.03,
  "orbital_gap_ev": 6.22,
  "multiplicity": 1,
  "charge": -1,
  "e_homo_ev": -2.85,
  "total_energy_ev": -21169.05704
}



Record 4
{
  "formula": "C3H9N2OP",
  "method": "ωB97M-V/def2-TZVPD",
  "species": ["C", "C", "C", "N", "N", "O", "P", "H", "H", "H", "H", "H", "H", "H", "H", "H"],
  "coordinates": [[-1.97749, -2.02308, 0.18936], [-0.88109, -1.34685, 0.49632], [0.13042, -1.20416, -0.48121], [-0.38684, 1.76305, 0.91152], [2.86708, -0.36494, -1.04520], [2.10147, -0.47175, 1.42876], [1.63845, -0.55232, 0.08489], [-2.75196, -2.26871, 0.74366], [-2.16423, -2.31456, -0.84822], [-0.62502, -1.03212, 1.50952], [-0.12472, -1.10022, -1.56636], [-0.46312, 2.25662, 1.84370], [-1.23158, 1.09474, 0.84159], [2.72677, -0.76519, -1.96227], [3.42321, 0.42181, -1.00757], [-0.25096, 2.49407, 0.21268]],
  "fmax_ha_per_bohr": 0.09626,
  "de_lowest_kj_mol": 221.46,
  "orbital_gap_ev": 8.03,
  "multiplicity": 1,
  "charge": 0,
  "e_homo_ev": -7.55,
  "total_energy_ev": -17571.91776
}



Record 5
{
  "formula": "C3H9N2OS",
  "method": "ωB97M-V/def2-TZVPD",
  "species": ["C", "C", "C", "N", "N", "O", "S", "H", "H", "H", "H", "H", "H", "H", "H", "H"],
  "coordinates": [[-1.03895, -0.77877, 1.39215], [-1.42595, 1.19593, 0.20120], [0.79972, -0.66687, -1.80338], [1.84440, -0.94114, 0.74362], [-0.63495, 0.12240, 0.63787], [1.51088, 1.68909, -0.25149], [1.11595, 0.02975, -0.12299], [-0.40778, -1.52251, 1.86491], [-1.98386, -0.83756, 1.90385], [-1.67128, 0.93546, -0.87660], [-0.57357, 2.00702, 0.16971], [-2.26184, 1.45173, 0.91149], [1.80395, -0.74834, -2.01551], [0.23490, -1.58718, -1.89724], [0.34598, 0.16075, -2.32410], [2.34239, -0.50976, 1.46651]],
  "fmax_ha_per_bohr": 0.15017,
  "de_lowest_kj_mol": 560.23,
  "orbital_gap_ev": 10.18,
  "multiplicity": 1,
  "charge": 1,
  "e_homo_ev": -15.14,
  "total_energy_ev": -19108.13485
}



Record 6
{
  "formula": "C3H9N2OS2",
  "method": "ωB97M-V/def2-TZVPD",
  "species": ["S", "S", "C", "C", "C", "N", "O", "N", "H", "H", "H", "H", "H", "H", "H", "H", "H"],
  "coordinates": [[-0.51141, 0.29360, 3.95740], [-0.45874, -0.51627, 2.10329], [0.61358, 0.30867, 0.83689], [-0.03037, 0.51113, -0.47052], [-0.36408, -0.94572, -1.22631], [-1.30044, -1.72838, -0.64867], [0.13539, -1.08429, -2.31056], [0.76803, 1.24393, -1.63063], [0.14765, -0.52871, 4.76477], [0.87323, 1.23236, 1.25904], [1.65540, -0.02851, 0.79170], [-1.01624, 0.89531, -0.65785], [-1.66418, -1.52662, 0.27653], [-1.70478, -2.47079, -1.20966], [1.73822, 1.22874, -1.35440], [0.48275, 0.83919, -2.68710], [0.63597, 2.27636, -1.79392]],
  "fmax_ha_per_bohr": 0.09850,
  "de_lowest_kj_mol": 204.28,
  "orbital_gap_ev": 9.21,
  "multiplicity": 1,
  "charge": 1,
  "e_homo_ev": -12.96,
  "total_energy_ev": -29947.34674
}



Record 7
{
  "formula": "C3H9N2P",
  "method": "ωB97M-V/def2-TZVPD",
  "species": ["C", "C", "C", "N", "N", "P", "H", "H", "H", "H", "H", "H", "H", "H", "H"],
  "coordinates": [[-2.43248, -0.11250, -0.18161], [-2.55557, -1.57078, -0.10149], [-0.80875, 1.69552, 0.09582], [-1.51911, 0.65258, -0.02215], [2.67051, 0.91573, -0.18254], [2.79992, -0.79813, -0.05531], [-2.87478, -1.94199, -1.07466], [-1.63254, -2.07648, 0.19536], [-3.34446, -1.80554, 0.61298], [-0.71554, 2.18138, 1.04770], [1.75621, -0.91194, 0.86954], [-0.30340, 2.10582, -0.76229], [3.41197, 1.27683, -0.77888], [1.78679, 1.15922, -0.62389], [3.76121, -0.76972, 0.96141]],
  "fmax_ha_per_bohr": 0.02140,
  "de_lowest_kj_mol": 267.07,
  "orbital_gap_ev": 8.36,
  "multiplicity": 1,
  "charge": 0,
  "e_homo_ev": -7.61,
  "total_energy_ev": -15522.63415
}



Record 8
{
  "formula": "C3H9N2S",
  "method": "ωB97M-V/def2-TZVPD",
  "species": ["N", "C", "C", "S", "C", "N", "H", "H", "H", "H", "H", "H", "H", "H", "H"],
  "coordinates": [[0.08212, 0.76502, 1.28842], [-0.35721, -0.18804, 0.26276], [0.57072, -0.29080, -0.95824], [2.17065, -0.96294, -0.45065], [-1.84442, 0.12315, -0.18897], [-2.60283, 1.23484, 0.38402], [0.96826, 0.32483, 1.57083], [0.47675, 1.56111, 0.78155], [-0.42703, -1.18268, 0.71335], [-0.08591, -0.75056, -1.72967], [0.64038, 0.73018, -1.36345], [-1.86541, 0.30909, -1.26446], [-2.40042, -0.82360, -0.06633], [-1.95345, 2.01504, 0.29905], [-2.69958, 1.11977, 1.38688]],
  "fmax_ha_per_bohr": 0.03159,
  "de_lowest_kj_mol": 54.46,
  "orbital_gap_ev": 6.78,
  "multiplicity": 1,
  "charge": -1,
  "e_homo_ev": -2.62,
  "total_energy_ev": -17072.96166
}



Record 9
{
  "formula": "C3H9N2S",
  "method": "ωB97M-V/def2-TZVPD",
  "species": ["C", "C", "C", "N", "N", "S", "H", "H", "H", "H", "H", "H", "H", "H", "H"],
  "coordinates": [[-0.32206, -0.95146, 0.24509], [-1.66660, 1.42490, 0.36558], [1.91887, -0.18346, -0.11444], [-0.54101, -2.28226, 0.10569], [1.84949, 1.00434, -0.51568], [-1.25749, 0.04542, -0.74437], [-0.11036, -0.63746, 1.16229], [-2.38648, 1.96604, -0.21730], [-0.77631, 2.05796, 0.65671], [-2.24876, 0.85231, 1.02270], [2.84029, -0.80245, -0.13457], [0.08761, -2.93793, 0.44100], [0.87939, 1.38189, -0.57068], [-0.88349, -2.62756, -0.81882], [2.61691, 1.68970, -0.88320]],
  "fmax_ha_per_bohr": 0.07782,
  "de_lowest_kj_mol": 339.30,
  "orbital_gap_ev": 9.22,
  "multiplicity": 1,
  "charge": 1,
  "e_homo_ev": -13.02,
  "total_energy_ev": -17062.65002
}



Record 10
{
  "formula": "C3H9N2S",
  "method": "ωB97M-V/def2-TZVPD",
  "species": ["C", "C", "C", "N", "N", "S", "H", "H", "H", "H", "H", "H", "H", "H", "H"],
  "coordinates": [[0.86379, -0.56062, -0.70406], [-0.46529, 0.26450, -0.69332], [-1.12767, 1.91879, 0.96117], [1.12110, -1.38302, 0.43469], [-0.37940, 1.51102, 0.00118], [0.01872, -2.64260, 0.79668], [0.80161, -1.22953, -1.56690], [1.71356, 0.10994, -0.84784], [-0.68565, 0.48902, -1.74053], [-1.26843, -0.34738, -0.27700], [-1.91691, 1.28588, 1.34027], [-0.97642, 2.89419, 1.39598], [1.39293, -0.89562, 1.27779], [0.35354, 2.13186, -0.34440], [0.55452, -3.54642, -0.03372]],
  "fmax_ha_per_bohr": 0.03440,
  "de_lowest_kj_mol": 179.69,
  "orbital_gap_ev": 7.04,
  "multiplicity": 1,
  "charge": 1,
  "e_homo_ev": -12.41,
  "total_energy_ev": -17064.30430
}